No. 1
The following is a quantum chemistry calculation of a gas-phase ion, C9H13N2 (charge +1), from OMol25.

```
24
Properties=species:S:1:pos:R:3:forces:R:3
N -0.08125 0.36361 -0.91743 -1.370 -0.824 -1.064
N -1.52629 -1.26159 -0.23046 -1.689 -1.221 1.463
C -0.68092 0.82881 0.10292 -0.570 -0.875 1.106
C -0.43950 -1.15338 -1.10894 2.775 0.817 -0.160
C -1.28974 -0.32905 0.85384 -2.404 1.773 2.168
C 1.16230 -2.15835 0.56495 -0.143 -0.418 0.113
C 0.62132 -1.61378 1.81044 1.376 -0.008 1.637
C 0.65228 1.16809 -1.88786 -0.716 -1.094 -1.581
C -0.72623 2.25569 0.48363 2.420 -0.975 -1.277
C -0.38923 -0.77864 2.04889 0.554 -1.204 -5.103
C 0.77442 -2.01788 -0.70227 0.331 0.462 -1.253
H 0.27857 2.58647 0.10638 -1.238 0.791 0.579
H 1.23801 -1.87646 2.73799 -0.997 0.090 -1.441
H -1.56113 2.77197 0.06199 -0.405 0.356 -0.605
H -2.28663 0.11836 1.32298 1.683 -1.307 -1.031
H 1.29410 0.40390 -2.36919 0.119 1.153 -0.016
H -0.76240 2.34469 1.52507 -0.055 0.198 1.606
H 1.97112 -2.84474 0.74470 0.390 -0.030 -0.105
H 0.04906 1.76694 -2.65818 0.351 -1.365 1.120
H 1.39016 -2.49650 -1.51413 -0.902 0.441 0.910
H 1.13016 1.89391 -1.29736 1.446 0.738 0.216
H -1.77543 -2.23501 0.09830 0.641 1.568 -0.693
H -0.64045 -1.22047 -2.17433 -0.400 -0.358 -0.043
H -0.59099 -0.61394 3.01185 -1.196 1.291 3.453
```
Positions in Å, forces in eV/Å.

Output
Multiplicity: 1
SMILES: CC1=[N+](C)[C@H]2C=CC=C[C@@H]1N2
Net charge: +1
Kohn-Sham gap (eV): 9.24
Relative energy (zero: lowest compared OMol25 entry of this formula, charge and spin) (kJ/mol): 213.9
E_HOMO (Ha): -0.48031

***

No. 2
The following is a quantum chemistry calculation of 3 unconnected molecules or ions with the total composition C39H52ClN3O7P, from OMol25.

```
103
Properties=species:S:1:pos:R:3:forces:R:3
Cl -7.06964 1.08224 2.32876 0.113 -0.585 -0.078
P -8.14157 -0.35353 1.20098 -1.096 -0.139 -0.365
O -8.23175 -1.62706 2.23901 0.527 1.351 -0.143
O -5.92005 0.14595 -3.42112 -0.171 0.083 0.408
O -2.91351 -2.99432 0.15875 -0.421 0.687 -0.147
O -4.01000 -4.37605 -1.20191 -0.537 0.196 -0.491
O 3.15761 1.81500 -0.88686 -0.293 -0.706 -0.273
O -5.92492 -2.57314 1.07725 -0.153 0.483 -0.400
O 1.12943 -0.43423 3.02874 -0.593 -0.186 0.481
N 4.14093 1.37322 -1.61798 -0.481 2.144 1.557
N 1.45507 -1.55088 3.61698 1.164 1.750 -1.766
N -9.63074 3.13342 -2.31708 0.249 0.232 0.399
C -2.92328 1.91604 0.24889 0.053 -0.364 -0.430
C 4.34886 2.33585 -2.73914 0.472 -0.109 -2.038
C -6.91319 -0.09181 -1.28099 0.290 -0.154 -0.303
C 2.95644 -2.43902 1.80935 0.402 0.401 0.179
C -6.91979 -0.77486 -0.12745 0.914 -0.421 0.618
C 3.02282 2.71965 -3.40320 -0.477 -0.028 0.510
C 1.55798 -4.00640 3.18997 0.286 -0.148 0.283
C 6.31820 0.17578 -1.40218 0.217 0.073 -0.288
C -8.88841 3.17912 -1.21439 -0.125 -0.189 -0.332
C -0.50136 0.91008 -0.75986 -0.068 -0.053 -0.072
C 0.48171 -2.58833 1.55359 -0.209 0.726 0.019
C -7.84992 1.00345 -1.64917 -0.664 0.353 -0.657
C -8.01063 2.15869 -0.89675 1.003 -0.071 1.440
C 5.06545 3.61132 -2.28399 0.204 0.100 0.525
C 2.39986 -0.00889 5.34156 -0.345 0.425 -0.377
C -5.90235 -1.90563 0.06214 0.506 -0.202 0.238
C 4.16110 -2.27516 2.73466 -0.050 0.022 -0.029
C 1.63284 -2.59746 2.56391 -0.493 -2.059 -0.288
C -2.85969 1.26804 -0.97146 -0.644 0.158 0.034
C -1.75980 0.03643 -2.82922 0.455 -0.369 0.991
C 2.76742 -2.38785 5.56491 0.129 -0.340 -0.029
C -8.63625 0.96531 -2.81383 0.711 -0.192 0.859
C 5.15114 1.66969 -3.87759 0.349 -0.123 0.008
C 4.87918 0.33843 0.53462 -0.600 0.271 0.041
C 3.92890 -1.13313 3.72200 0.103 -0.067 -0.502
C -4.80998 -1.46004 -2.11830 -0.284 0.193 0.176
C -9.45302 2.05105 -3.05662 -0.869 -0.575 -1.622
C 5.30332 1.11487 -0.71662 1.460 -1.440 0.153
C 6.32342 3.33220 -1.46330 -0.059 -0.022 0.006
C -4.83898 -2.17389 -0.98195 -0.448 0.084 0.466
C -0.56068 1.55302 0.46731 0.757 0.084 0.533
C -3.71972 -1.67973 -3.15595 0.003 0.338 -0.029
C -2.30948 -1.41265 -2.56686 0.408 0.364 -0.454
C -5.86646 -0.43747 -2.34812 0.267 -0.207 -0.788
C -3.82312 -3.28225 -0.64595 0.590 -0.775 0.656
C 2.62067 -1.27393 4.50694 0.559 -0.623 1.812
C -1.67302 0.76493 -1.48492 -0.284 -0.070 -1.094
C 6.00431 2.40780 -0.28985 -0.094 0.517 -0.170
C -1.74533 2.04288 0.97064 -0.726 0.596 0.560
H 5.75684 0.07247 1.12588 0.117 0.071 -0.179
H 3.43493 -2.06526 6.36633 -0.040 0.174 -0.069
H 4.36540 -0.58666 0.26589 0.057 0.134 -0.062
H 6.22046 1.61107 -3.68759 -0.025 -0.084 0.077
H 0.46246 -1.68234 0.94840 -0.048 0.080 0.164
H 7.10606 2.89935 -2.09291 -0.033 -0.036 -0.003
H -3.89577 2.27185 0.58366 0.312 0.055 0.218
H 0.33453 1.68063 1.07616 -0.080 -0.153 -0.248
H 2.90258 -1.56496 1.15186 -0.239 -0.030 0.157
H 5.05397 -2.06550 2.13868 -0.018 -0.029 0.040
H 2.47107 -4.31410 3.69722 -0.028 0.067 0.085
H 6.72856 4.27404 -1.08541 0.002 -0.015 -0.011
H 2.37357 0.89471 4.73328 -0.143 -0.100 -0.084
H 4.22541 0.91764 1.18654 -0.114 0.000 -0.189
H 5.81416 -0.67306 -1.86718 -0.044 0.055 -0.015
H 0.44222 0.51585 -1.13836 -0.177 0.139 0.079
H -1.58642 -2.12780 -2.98530 -0.303 0.093 0.029
H -1.79285 2.55600 1.93128 0.271 -0.184 -0.138
H -0.48451 -2.68706 2.04962 -0.014 0.033 -0.064
H 5.37585 2.95253 0.42221 -0.142 -0.102 -0.057
H 0.72819 -4.07690 3.89479 0.015 0.054 -0.005
H 4.36711 -3.20825 3.26704 -0.042 0.010 0.020
H 4.77896 0.66437 -4.08166 0.002 0.006 0.068
H 3.92916 -0.18780 3.16865 -0.194 -0.034 0.054
H -0.74080 -0.04954 -3.23554 -0.304 0.164 -0.092
H -2.38159 0.62239 -3.51767 0.106 -0.246 0.047
H 7.02082 -0.22362 -0.66910 -0.136 0.051 0.125
H 4.77180 -1.07725 4.41702 -0.143 0.012 0.156
H 3.21556 0.11628 6.05537 0.051 -0.208 -0.050
H 6.92731 2.16699 0.24412 -0.065 -0.200 -0.009
H 4.38562 4.22097 -1.67974 -0.102 -0.144 0.009
H -8.99546 4.05190 -0.56999 0.059 -0.207 -0.126
H -8.59401 0.11314 -3.48637 -0.063 0.288 0.027
H -7.41101 2.26623 0.00746 -0.132 0.050 -0.235
H 1.46816 -0.07098 5.90721 -0.016 -0.008 -0.064
H -10.03204 2.01195 -3.98672 0.039 0.126 0.301
H 0.57942 -3.42289 0.85954 0.115 -0.081 0.150
H -3.79339 -2.70277 -3.54868 0.009 0.104 0.373
H 3.20572 -3.30580 5.18153 -0.116 -0.016 -0.066
H 6.93626 0.66420 -2.15181 -0.098 0.002 -0.067
H -7.49062 -1.53450 2.85949 0.072 -0.737 -0.118
H 3.11404 -3.30097 1.15659 -0.208 -0.067 0.052
H 1.80409 -2.62624 6.01847 -0.019 0.001 -0.081
H -3.78656 1.14304 -1.53347 0.261 0.020 -0.042
H -3.87367 -1.01813 -4.02110 -0.102 -0.123 0.313
H -2.27739 -1.55571 -1.48074 -0.192 -0.272 -0.321
H 2.47737 1.83240 -3.73042 0.002 0.000 0.060
H 2.37464 3.29719 -2.74515 0.015 -0.167 0.109
H 3.20960 3.33824 -4.28173 0.213 -0.064 0.025
H 1.39242 -4.75798 2.41785 -0.079 0.168 -0.110
H 5.32601 4.21906 -3.15425 -0.114 -0.141 -0.113
H 5.05581 2.24483 -4.79955 -0.153 0.079 0.094
```
Positions in Å, forces in eV/Å.

Output
Multiplicity: 3
Net charge: -1
Expectation value of S²: 2.0081
Kohn-Sham gap (eV): 6.37
E_HOMO (Ha): -0.18701

***

No. 3
The following is a quantum chemistry calculation of a single C5H5IN4O molecule, from OMol25.

```
16
Properties=species:S:1:pos:R:3:forces:R:3
I -1.62039 2.41434 2.11877 0.144 0.105 -0.051
O 0.31938 -4.29458 1.60594 0.094 -0.840 0.319
N -0.47734 -2.27046 0.67075 1.350 -1.698 0.489
N -1.53430 -0.19773 0.26728 -1.730 -1.871 1.135
N 1.36570 0.64697 -1.52819 0.281 2.068 -2.851
N 0.46167 0.23962 -0.77913 -0.019 -2.092 1.060
C -0.16374 -3.33969 1.18308 -0.346 2.244 -0.974
C 2.62900 0.71170 -1.55484 -1.245 -1.432 2.007
C -0.87981 2.19761 0.10575 -1.673 -1.926 -0.183
C -0.55186 0.64786 -0.15381 0.677 2.624 0.076
C -1.55014 -1.42853 0.64773 0.274 2.337 -0.433
H -2.43761 -1.86711 1.07910 -0.522 0.255 -0.271
H -1.77516 2.45813 -0.51184 0.853 -0.228 0.420
H -0.13391 2.96241 0.01351 0.700 -0.254 -0.311
H 3.19357 0.83861 -2.41805 0.293 0.767 -1.708
H 3.15494 0.28082 -0.74607 0.868 -0.060 1.277
```
Positions in Å, forces in eV/Å.

Output
Multiplicity: 1
SMILES: C=N/N=C(CI)/N=C\N=C=O
Kohn-Sham gap (eV): 8.46
Relative energy (zero: lowest compared OMol25 entry of this formula, charge and spin) (kJ/mol): 86.3
E_HOMO (Ha): -0.31229

***

In order of appearance, strongest force on any atom = 5.27 2.74 3.53 eV/Å.
In order of appearance, E_LUMO = -0.141 0.047 -0.001 hartree.